(1)
A molecular structure, C8H14N3OS2. Source: the OMol25 dataset; level of theory: the ωB97M-V functional and the def2-TZVPD basis.

Kohn-Sham gap (spin up / spin down)   6.14 / 6.14 eV
Energy above the lowest of the compared OMol25 structures with the same formula, charge and spin   3.9081 eV
Total charge   +1

Each line ends with the Mulliken charge.
Positions of all 28 atoms, in Å:
C: 2.87430 1.20854 -0.44090  -0.13
C: 3.67164 -0.68509 0.14232  0.64
C: -2.81058 -0.43010 -0.63172  -0.54
C: -2.30397 0.22688 1.60960  -0.26
C: -1.46521 -0.38739 -1.32708  -0.85
C: 1.36860 -0.64099 -0.39598  -0.84
C: 3.68864 -2.15600 0.53412  -1.25
C: -3.42229 1.83207 0.20461  -0.97
N: 4.13262 1.63769 -0.29515  -0.37
N: 2.56331 -0.03764 -0.20731  0.21
N: -2.86105 0.53856 0.47275  0.13
O: 0.05454 1.52663 -0.10804  -0.67
S: 5.05435 0.40939 0.14355  0.15
S: -0.12647 0.09299 0.03490  0.82
H: 2.02759 1.98062 -0.59331  0.40
H: -3.56866 -0.01096 -1.40241  0.30
H: -3.21047 -1.37520 -0.15491  0.37
H: -2.30578 0.98263 2.34913  0.37
H: -2.19066 -0.85974 1.82826  0.27
H: -1.02165 -1.20350 -1.92131  0.48
H: -1.50740 0.43940 -1.90201  0.40
H: 1.31371 -1.76762 -0.24520  0.23
H: 2.93448 -2.53701 1.26560  0.33
H: 3.37945 -2.72225 -0.39210  0.34
H: 4.62883 -2.47047 0.95542  0.36
H: -3.88424 2.30137 1.08174  0.40
H: -2.62394 2.49064 -0.12869  0.33
H: -4.38967 1.61655 -0.47592  0.35

Atoms 1-3, force components in eV/Å:
C 0.23 7.26 -0.68
C 2.14 -1.74 1.69
C -2.37 -0.55 -0.92



(2)
A molecular structure, C28H52AsF6N2O10S5. Source: the OMol25 dataset; level of theory: the ωB97M-V functional and the def2-TZVPD basis.

Kohn-Sham gap   8.28 eV
Total charge   -1

Each line ends with the Mulliken charge.
Positions of all 104 atoms, in Å:
As: -0.60957 0.55287 0.17800  2.10
F: 0.94299 0.37390 -0.77561  -0.55
F: -0.66057 -1.26243 0.59563  -0.55
F: -1.99416 0.78214 1.24121  -0.50
F: -0.43595 2.24564 -0.19098  -0.47
F: -1.68638 0.44951 -1.29682  -0.53
F: 0.43808 0.82848 1.62548  -0.52
C: -6.30627 -2.35697 -0.96616  -1.29
C: -5.90913 -0.86066 -0.63576  -0.21
C: -5.74573 -0.04254 -1.92859  -0.36
C: -5.31459 1.32679 -1.51346  0.15
N: -4.94030 2.43145 -1.25101  -0.50
H: -5.79302 -2.75271 -1.84256  0.34
H: -7.30389 -2.41540 -1.40141  0.36
H: -6.46545 -2.98459 -0.08931  0.34
H: -4.92446 -0.89713 -0.16974  0.23
H: -6.61265 -0.49972 0.11449  0.29
H: -6.60002 0.12836 -2.58364  0.34
H: -5.03699 -0.48734 -2.62712  0.32
C: 7.42232 -2.98940 -0.29699  -0.66
C: 6.40161 -3.03392 -1.54687  -0.68
C: 5.02301 -2.30934 -1.25251  -0.44
S: 5.23937 -1.61612 0.43250  0.98
O: 4.70899 -2.44353 1.51891  -0.64
O: 4.94061 -0.17488 0.42432  -0.54
C: 7.10479 -1.65713 0.39390  -0.69
H: 8.43663 -3.26256 -0.58799  0.38
H: 7.25577 -3.87305 0.31907  0.31
H: 6.20744 -4.07190 -1.81703  0.31
H: 6.99140 -2.48137 -2.27827  0.33
H: 4.09239 -2.87394 -1.30964  0.44
H: 5.06278 -1.42531 -1.88891  0.16
H: 7.45748 -1.55840 1.42052  0.43
H: 7.39823 -0.82921 -0.25149  0.29
C: -3.78010 -3.74547 5.08154  -0.68
C: -2.37802 -4.07847 4.38510  -0.72
C: -1.67969 -5.07941 5.32567  -0.59
S: -1.79241 -4.11431 6.88920  1.04
O: -0.75836 -3.08986 6.94880  -0.61
O: -1.82430 -4.99450 8.05953  -0.66
C: -3.52053 -3.45834 6.57983  -0.57
H: -4.59177 -4.46389 4.96680  0.32
H: -4.16443 -2.83845 4.61493  0.32
H: -1.93220 -3.12178 4.11292  0.40
H: -2.61658 -4.52096 3.41794  0.35
H: -0.63011 -5.34673 5.20319  0.40
H: -2.29883 -5.97386 5.25691  0.29
H: -3.49310 -2.42886 6.93693  0.35
H: -4.12318 -3.96751 7.33193  0.35
C: -7.17995 3.70857 3.18842  -0.73
C: -5.97527 2.86240 3.62391  -0.58
C: -4.93488 3.89245 4.18894  -0.73
S: -6.03277 5.04041 5.23018  1.09
O: -5.66508 6.47485 4.99547  -0.69
O: -6.17425 4.56050 6.59655  -0.64
C: -7.49392 4.76718 4.27374  -0.52
H: -8.06200 3.20216 2.79646  0.37
H: -6.84837 4.26361 2.31088  0.31
H: -5.58692 2.24734 2.81212  0.40
H: -6.31609 2.16133 4.38578  0.30
H: -4.66849 4.66154 3.46394  0.34
H: -4.08298 3.51414 4.75396  0.42
H: -7.59931 5.76923 3.85794  0.32
H: -8.36694 4.51254 4.87464  0.35
C: 3.79823 0.65620 -6.54307  -0.67
C: 2.86166 1.07721 -5.36930  -0.53
C: 1.60555 1.77374 -5.90003  -0.59
S: 1.27232 0.98206 -7.47659  1.09
O: 1.28037 2.01736 -8.51790  -0.66
O: 0.15285 0.08432 -7.37263  -0.62
C: 2.88767 -0.02138 -7.56219  -0.76
H: 4.59088 0.01201 -6.16254  0.35
H: 4.12436 1.45175 -7.21303  0.32
H: 3.53067 1.75215 -4.83546  0.23
H: 2.62713 0.23929 -4.71283  0.33
H: 1.74668 2.85090 -5.98910  0.35
H: 0.74602 1.69377 -5.23453  0.38
H: 3.26754 -0.20493 -8.56722  0.44
H: 2.61562 -0.98086 -7.12232  0.32
C: 4.08958 4.97489 -0.15974  -0.62
C: 3.52861 4.50333 1.13711  -0.52
C: 4.57106 4.73841 2.29547  -0.68
S: 6.25222 4.58780 1.45552  1.02
O: 6.87263 3.25672 1.53089  -0.59
O: 6.97897 5.75079 1.78382  -0.62
C: 5.56203 4.62107 -0.40209  -0.71
H: 4.04647 6.06115 -0.08042  0.29
H: 3.54369 4.63080 -1.03820  0.37
H: 3.38080 3.42570 1.06666  0.25
H: 2.50503 4.85540 1.26531  0.37
H: 4.65057 4.03161 3.12143  0.41
H: 4.59023 5.66045 2.87649  0.35
H: 5.66258 3.57318 -0.68478  0.28
H: 6.21409 5.23959 -1.01882  0.40
N: 0.28193 -3.92740 -3.08770  0.05
C: 1.01785 -5.08642 -3.24728  -0.54
C: 1.34420 -5.15448 -4.57543  -0.31
C: 0.57176 -4.30084 -5.24982  -0.60
C: 0.04843 -3.41126 -4.33123  -0.45
H: -0.15774 -3.53830 -2.26587  0.21
H: 1.26716 -5.61617 -2.33975  0.40
H: 2.01932 -5.87778 -5.00839  0.39
H: 0.50357 -4.15439 -6.31767  0.40
H: -0.66651 -2.60287 -4.37308  0.47

Atoms 1-3, force components in eV/Å:
As 1.71 -0.38 0.53
F -1.94 -0.64 0.62
F -0.04 2.31 -1.14



(3)
A molecular structure, C7H3MgNO4Se4. Source: the OMol25 dataset; level of theory: the ωB97M-V functional and the def2-TZVPD basis.

Kohn-Sham gap   6.22 eV
Energy above the lowest of the compared OMol25 structures with the same formula, charge and spin   1.5614 eV
Total charge   -2

Each line ends with the Mulliken charge.
Positions of all 20 atoms, in Å:
Mg: 1.55875 -2.32067 -0.22015  1.23
O: -1.86150 3.50783 1.56446  -0.69
C: -2.21562 3.16253 0.41355  0.40
O: -3.05809 3.60558 -0.42281  -0.76
C: -1.52808 1.82015 0.15173  0.51
C: -1.41287 1.35241 -1.19218  -0.75
C: -0.57221 0.28601 -1.42635  -0.27
N: -0.05028 -0.47195 -0.44021  -0.31
C: -0.21511 -0.10357 0.83033  0.62
C: -0.99054 1.02595 1.20445  -0.57
C: 0.38546 -0.92952 1.97438  0.57
O: 0.10277 -0.48336 3.10489  -0.69
O: 1.08784 -1.96497 1.63500  -0.74
H: -1.74286 2.00852 -2.04301  0.30
H: -0.35443 0.01143 -2.43376  0.47
H: -1.02130 1.35320 2.25144  0.48
Se: 1.87806 -4.90699 -0.39153  -0.63
Se: 3.81619 -3.62157 -0.16153  -0.36
Se: 3.25368 -2.78959 -2.48824  -0.20
Se: 2.94014 -0.54143 -1.91047  -0.59

Atoms 1-3, force components in eV/Å:
Mg -0.63 1.16 -0.10
O -0.71 1.67 -0.33
C -0.69 -0.93 0.86



(4)
3 unconnected molecules or ions with the total composition C22H46I2N3O4. Source: the OMol25 dataset; level of theory: the ωB97M-V functional and the def2-TZVPD basis.

Kohn-Sham gap   7.47 eV
Energy above the lowest of the compared OMol25 structures with the same formula, charge and spin   6.1238 eV
Total charge   +1

Each line ends with the Mulliken charge.
Positions of all 77 atoms, in Å:
C: 0.08021 -1.83544 3.66335  -0.28
C: 0.36562 -0.94056 2.58762  -0.25
C: 0.24295 0.36591 1.55064  -0.50
N: -0.45911 1.55508 2.16798  0.27
C: 0.64415 2.33250 2.91678  -0.42
C: -0.02362 2.79141 4.35472  -0.54
C: -1.63127 2.40271 4.13713  -0.54
C: -1.81371 1.32521 2.87082  0.13
C: -3.16722 1.60433 1.98926  -0.88
I: -3.03912 1.04053 -0.12164  0.23
C: -4.53963 0.93696 2.58802  -0.61
C: -5.07056 1.68232 3.98774  -0.82
I: -4.48736 -1.26178 2.75131  0.13
H: -0.19689 -2.40929 4.67278  0.37
H: -0.23295 -0.00611 0.54843  0.26
H: 1.37426 0.64506 1.29482  0.44
H: -0.62970 2.22787 1.36240  0.46
H: 1.64667 1.77730 3.15395  0.30
H: 0.98685 3.22959 2.20910  0.32
H: 0.21911 3.94582 4.50997  0.26
H: 0.52265 2.31907 5.30424  0.34
H: -1.84507 1.72031 5.09301  0.20
H: -2.40451 3.27699 4.22854  0.31
H: -1.95988 0.32430 3.46624  0.07
H: -3.33798 2.78567 2.00982  0.51
H: -5.39630 1.17203 1.79027  0.58
H: -4.70358 2.79531 4.04064  0.21
H: -6.25893 1.74177 3.89094  0.33
H: -4.85631 1.04865 4.94782  0.27
C: 7.09580 -5.00934 3.10278  -0.69
O: 5.78773 -5.54106 3.26762  -0.33
C: 4.99112 -4.81339 4.21391  -0.83
C: 3.88995 -3.99944 3.50222  -0.13
N: 4.45509 -2.87105 2.76011  -0.30
C: 3.50889 -2.24278 1.83210  -0.42
C: 2.91895 -3.11726 0.70468  -0.42
O: 3.86702 -3.50673 -0.29096  -0.46
C: 4.66358 -4.62827 0.06068  -0.52
H: 7.69025 -5.73821 2.54542  0.24
H: 7.07065 -4.08475 2.52265  0.30
H: 7.58019 -4.83174 4.06760  0.33
H: 5.60305 -4.18150 4.86963  0.41
H: 4.50713 -5.56644 4.84642  0.39
H: 3.18307 -3.63079 4.24885  0.33
H: 3.36280 -4.69296 2.83948  0.16
H: 5.26085 -3.18796 2.22916  0.11
H: 4.04638 -1.40942 1.36510  0.29
H: 2.68996 -1.80290 2.41103  0.14
H: 2.17709 -2.50379 0.17796  0.24
H: 2.36872 -3.98463 1.08166  0.37
H: 4.11854 -5.35441 0.67116  0.27
H: 5.56785 -4.29513 0.57186  0.16
H: 4.98096 -5.12546 -0.85994  0.31
C: -2.70892 1.51477 -8.51862  -0.70
O: -1.60784 2.07468 -7.81501  -0.33
C: -1.73413 3.48604 -7.58773  -0.80
C: -2.02668 3.78464 -6.10219  -0.15
N: -3.38027 3.36886 -5.73031  -0.32
C: -3.61436 3.35053 -4.28252  -0.93
C: -2.73441 2.41712 -3.42332  -0.07
O: -2.98095 1.02506 -3.63124  -0.43
C: -2.32811 0.47404 -4.76534  -0.57
H: -2.43171 0.50537 -8.83411  0.23
H: -3.58476 1.43415 -7.87173  0.29
H: -2.95498 2.10118 -9.40892  0.33
H: -2.47963 3.94578 -8.24848  0.40
H: -0.76123 3.92285 -7.84080  0.39
H: -1.91046 4.85639 -5.92645  0.39
H: -1.26830 3.25403 -5.51791  0.13
H: -3.55758 2.43748 -6.09456  0.07
H: -4.65902 3.04818 -4.14555  0.41
H: -3.53125 4.37373 -3.90112  0.39
H: -2.99491 2.60675 -2.37436  0.13
H: -1.66684 2.64213 -3.50630  0.26
H: -1.35309 0.93392 -4.95208  0.31
H: -2.97100 0.56182 -5.64225  0.13
H: -2.17393 -0.59362 -4.58700  0.32

Atoms 1-3, force components in eV/Å:
C 1.38 7.16 -6.98
C -3.34 -4.73 7.74
C 2.05 -3.76 -0.62